{"formula": "C43H36O2P3Pt", "method": "ωB97M-V with the def2-TZVPD basis set", "species": ["Pt", "O", "P", "C", "P", "O", "C", "C", "C", "C", "C", "C", "C", "C", "C", "C", "C", "C", "C", "C", "C", "C", "C", "C", "C", "C", "C", "C", "C", "C", "H", "H", "H", "H", "H", "H", "H", "H", "H", "H", "H", "H", "H", "H", "H", "H", "H", "H", "H", "H", "H", "H", "C", "C", "C", "C", "C", "C", "P", "C", "C", "C", "C", "C", "C", "C", "C", "C", "C", "C", "C", "H", "H", "H", "H", "H", "H", "H", "H", "H", "H", "H", "H", "H", "H"], "positions_angstrom": [[-0.13845, 1.71187, 0.03610], [-0.84785, -0.38503, -0.75810], [-0.38775, -1.27123, -1.86050], [1.19675, -0.69823, -2.60870], [2.41625, -0.11273, -1.35430], [1.93575, 1.14687, -0.72510], [3.95595, 0.20787, -2.25620], [4.33245, -0.47973, -3.40220], [5.49625, -0.12973, -4.06180], [6.29235, 0.89317, -3.57290], [5.92535, 1.56967, -2.42120], [4.75575, 1.23357, -1.76570], [2.65725, -1.38163, -0.08290], [3.75095, -2.23763, -0.10200], [3.96275, -3.09933, 0.96000], [3.07985, -3.11083, 2.02920], [1.98655, -2.25833, 2.04670], [1.77985, -1.38333, 0.99640], [-1.50655, -1.23803, -3.28380], [-1.35155, -2.13783, -4.33150], [-2.15185, -2.02383, -5.45240], [-3.10315, -1.01723, -5.52430], [-3.26685, -0.13083, -4.47210], [-2.46555, -0.23683, -3.34910], [-0.26845, -2.98233, -1.27810], [0.82425, -3.82883, -1.38280], [0.73435, -5.11763, -0.88310], [-0.44135, -5.56013, -0.29970], [-1.53685, -4.71563, -0.20410], [-1.44835, -3.42653, -0.68950], [0.93895, 0.20857, -3.17450], [1.59565, -1.44453, -3.29200], [3.72885, -1.29183, -3.77890], [5.77865, -0.65433, -4.96080], [7.20265, 1.15637, -4.08750], [6.54795, 2.36207, -2.03800], [4.44895, 1.75707, -0.87250], [4.43725, -2.21253, -0.93730], [4.82965, -3.74323, 0.96750], [3.25215, -3.77733, 2.86030], [1.31275, -2.25903, 2.89140], [0.94875, -0.68593, 1.01630], [-0.60795, -2.91933, -4.26250], [-2.03085, -2.71263, -6.27390], [-3.71625, -0.92183, -6.40730], [-4.01185, 0.64717, -4.53080], [-2.56675, 0.45017, -2.51960], [1.73785, -3.49363, -1.85220], [1.58385, -5.77983, -0.95260], [-0.51015, -6.57183, 0.06710], [-2.45505, -5.06303, 0.24310], [-2.28505, -2.74313, -0.63090], [-3.51585, -1.38713, 1.88060], [-3.93325, -0.14613, 1.42980], [-3.13875, 0.97057, 1.61960], [-1.91365, 0.84987, 2.26860], [-1.49825, -0.40313, 2.72080], [-2.29715, -1.51503, 2.52720], [-0.74955, 2.25377, 2.45060], [-0.93985, 2.75647, 4.20800], [-0.25495, 3.89937, 4.60960], [-0.38625, 4.36587, 5.90370], [-1.18435, 3.68177, 6.80590], [-1.86075, 2.54077, 6.40860], [-1.73845, 2.06847, 5.11210], [-1.56295, 3.60777, 1.53220], [-2.28185, 4.71767, 1.94200], [-2.75305, 5.58447, 0.96330], [-2.50085, 5.35067, -0.38100], [-1.76085, 4.24897, -0.78900], [-1.28265, 3.36487, 0.16900], [-4.14575, -2.25323, 1.74060], [-4.88545, -0.04433, 0.93250], [-3.47095, 1.94097, 1.28190], [-0.55075, -0.49373, 3.23690], [-1.97045, -2.48193, 2.88030], [0.36665, 4.42327, 3.89800], [0.13725, 5.25597, 6.21580], [-1.27585, 4.03297, 7.82130], [-2.48655, 2.01177, 7.11220], [-2.27725, 1.18397, 4.80340], [-2.46805, 4.91127, 2.99050], [-3.31155, 6.46237, 1.24980], [-2.88505, 6.03217, -1.12500], [-1.55115, 4.10167, -1.84060]], "atomic_forces_ev_per_a": [[0.19, 1.71, 0.93], [-0.32, 0.78, 0.44], [0.40, -0.73, -1.13], [-0.07, 0.10, 0.85], [0.51, -0.97, -0.71], [-0.48, 0.62, 0.41], [-0.47, -0.26, 0.31], [-0.05, -0.07, 0.05], [0.05, -0.07, -0.10], [-0.02, -0.05, 0.01], [0.04, 0.03, 0.00], [-0.05, 0.00, 0.14], [0.12, 0.45, -0.40], [-0.04, 0.02, -0.09], [0.05, -0.08, 0.02], [0.00, -0.04, -0.02], [-0.02, 0.02, 0.00], [-0.11, 0.13, 0.03], [0.27, -0.05, 0.44], [0.02, 0.03, 0.08], [0.04, -0.05, -0.07], [-0.03, 0.03, 0.01], [-0.05, 0.03, -0.07], [0.07, 0.05, 0.15], [-0.11, 0.53, -0.35], [-0.01, 0.07, -0.11], [0.11, -0.05, -0.02], [0.00, 0.01, -0.02], [-0.03, -0.01, 0.05], [-0.04, 0.09, -0.03], [0.05, -0.21, -0.02], [0.03, -0.07, -0.04], [-0.06, -0.07, -0.12], [0.06, -0.07, -0.09], [0.10, 0.05, -0.07], [0.06, 0.10, 0.05], [0.00, 0.12, 0.05], [0.12, -0.01, -0.01], [0.03, -0.08, -0.02], [0.03, -0.07, 0.08], [-0.06, -0.02, 0.04], [0.01, -0.13, 0.07], [0.05, -0.14, -0.05], [0.00, -0.08, -0.07], [-0.08, -0.01, -0.07], [-0.08, 0.08, -0.01], [-0.07, 0.05, 0.04], [0.10, 0.00, 0.01], [0.07, -0.06, -0.02], [0.01, -0.11, 0.08], [-0.10, -0.05, 0.05], [-0.14, -0.04, 0.12], [-0.02, -0.06, 0.00], [-0.03, -0.02, -0.05], [0.07, 0.09, 0.20], [0.02, -0.01, 0.26], [-0.02, 0.19, -0.08], [0.03, -0.08, 0.04], [-1.42, 0.16, -1.22], [0.75, -0.08, -0.24], [0.01, -0.03, -0.05], [0.03, 0.06, 0.03], [-0.04, -0.06, 0.02], [-0.04, -0.01, 0.06], [-0.04, -0.09, -0.23], [0.39, -0.39, -0.30], [0.02, -0.10, -0.15], [-0.07, 0.17, -0.01], [-0.03, -0.01, 0.27], [0.46, -0.58, -0.18], [-0.15, -0.67, 0.85], [-0.05, -0.08, -0.03], [-0.12, 0.01, -0.05], [-0.05, 0.05, -0.09], [0.11, -0.07, 0.02], [0.03, -0.09, 0.05], [0.11, 0.11, -0.03], [0.07, 0.10, 0.00], [-0.02, 0.06, 0.11], [-0.04, -0.04, 0.03], [-0.01, -0.06, 0.01], [0.02, -0.02, 0.03], [-0.08, 0.06, 0.04], [-0.01, 0.08, -0.05], [-0.03, -0.05, -0.06]], "multiplicity": 1, "homo_energy_ev": [-10.3, -10.5], "charge": 1}